1.
Density functional theory data (the ωB97M-V functional and the def2-TZVPD basis) for a structure of composition C34H59ClNPSiY.

Each line ends with the Löwdin charge.
Geometry (Å):
1 Y 0.6034 0.8669 1.0867  1.0773
2 Cl -2.0634 1.1584 1.4113  -0.0996
3 P -0.3439 -2.1758 -0.1101  1.1129
4 Si 2.1557 -0.3096 3.8399  0.2372
5 N 0.4385 0.0077 3.6201  -0.1735
6 C -1.5016 2.6024 5.4495  -0.1301
7 C 1.9869 -4.1495 -3.1315  -0.1997
8 C 2.3203 -1.5692 5.2790  -0.1875
9 C -1.8122 1.9034 6.6317  -0.1394
10 C -3.1156 -2.3551 0.4429  -0.2215
11 C -0.7437 -0.0708 5.7399  -0.0824
12 C 0.7244 -2.5325 -1.6359  -0.4397
13 C -0.0903 3.2392 -2.9658  -0.1440
14 C 1.4504 -3.4325 -4.3762  -0.2078
15 C 0.3872 4.2684 -1.8506  -0.2121
16 C 0.1590 -4.1108 3.5703  -0.2051
17 C 3.1695 1.1623 4.3435  -0.1852
18 C 1.1093 3.5909 -0.6719  -0.2081
19 C 2.9010 -1.2656 2.3799  -0.1719
20 C -2.3884 -3.7023 -1.5745  -0.2160
21 C -2.1147 -2.4560 -0.7188  -0.4223
22 C 0.1484 -1.8378 -2.8788  -0.2266
23 C 0.3313 1.3367 -1.4486  -0.2833
24 C -0.7903 1.9941 4.4349  -0.1022
25 C -0.5628 -4.9546 0.8280  -0.2243
26 C -0.5656 1.7765 -2.5164  -0.2088
27 C 1.0622 -4.0010 -1.9144  -0.2182
28 C -4.8653 -3.5393 -1.0049  -0.2101
29 C 0.2298 2.3418 -0.5875  -0.4934
30 C -4.5699 -2.3692 -0.0589  -0.1923
31 C -1.4316 0.5456 6.7527  -0.1325
32 C 1.0643 -1.9748 -4.0970  -0.1933
33 C -0.2044 -5.5719 3.2769  -0.2040
34 C -3.8212 -3.6819 -2.1181  -0.2001
35 C -0.0029 -3.5573 1.1230  -0.4441
36 C 2.4042 1.3892 2.4379  -0.3612
37 C -0.4426 -3.1476 2.5425  -0.2170
38 C -0.3440 0.6386 4.5785  -0.3976
39 C 0.0304 -5.9696 1.8134  -0.1991
40 H -1.8272 3.6458 5.3412  0.0925
41 H 1.0223 5.0440 -2.2817  0.0859
42 H 1.9518 -2.5774 5.0299  -0.0047
43 H 2.1325 -5.2155 -3.3441  0.1060
44 H 1.2542 -4.0048 3.5543  0.0973
45 H -2.9366 -1.4303 1.0121  0.0521
46 H -2.2496 -4.6083 -0.9687  0.0938
47 H 0.3784 -6.2309 3.9303  0.1030
48 H 0.1370 -4.5657 -2.1102  0.0949
49 H 3.2565 1.8355 3.4108  -0.0127
50 H 3.3796 -1.6759 5.5667  0.0131
51 H 0.9116 0.3695 -1.4618  0.0758
52 H 3.9669 -1.4228 2.6266  0.0417
53 H 2.6587 1.7302 5.1298  0.0612
54 H 2.4322 -2.2378 2.1814  0.0059
55 H 0.5648 -1.5462 -4.9756  0.1096
56 H -0.4008 2.4594 0.3327  -0.0066
57 H 0.5703 -3.9727 -4.7521  0.1111
58 H -1.5399 -3.1797 2.6087  0.1059
59 H 2.2047 -3.4655 -5.1700  0.1027
60 H -3.9162 -2.8384 -2.8158  0.1135
61 H -1.6582 -4.9464 0.9372  0.1030
62 H 1.7728 -1.2446 6.1763  0.0109
63 H -0.1756 -3.8344 4.5796  0.1110
64 H 2.1670 3.4871 -0.8596  0.0888
65 H 1.1013 -3.6290 1.1006  0.0958
66 H -2.3461 2.3855 7.4377  0.0693
67 H 2.8968 -0.6779 1.4494  -0.0117
68 H 4.1763 0.8719 4.6726  0.0481
69 H -0.0240 -0.7764 -2.6708  0.0585
70 H -4.7634 -1.4223 -0.5810  0.1155
71 H -1.5271 1.8836 -2.0553  0.0995
72 H -5.8563 -3.4069 -1.4524  0.1014
73 H 1.9762 -1.3840 -3.9272  0.1157
74 H 1.0011 4.1925 0.2675  0.1118
75 H -4.9001 -4.4711 -0.4242  0.1094
76 H -0.3400 -5.2829 -0.1956  0.0824
77 H -0.8378 -2.2570 -3.1240  0.1000
78 H -0.4398 -1.1365 5.8020  0.0958
79 H -4.0008 -4.5990 -2.6929  0.1054
80 H -0.6333 1.0738 -3.3504  0.0906
81 H 2.7587 1.4732 1.3153  0.0090
82 H -1.6841 -0.0138 7.6588  0.0878
83 H -0.1595 -2.1086 2.7913  0.0693
84 H -1.2630 -5.7300 3.5237  0.1105
85 H 0.7898 3.0866 -3.6011  0.0965
86 H 2.9693 -3.7340 -2.8700  0.1130
87 H 1.5439 -4.4606 -1.0397  0.1052
88 H -5.2471 -2.4066 0.8032  0.1093
89 H -0.5545 2.5381 3.5064  0.0644
90 H -2.9682 -3.2013 1.1315  0.0929
91 H -1.6867 -3.7776 -2.4153  0.0795
92 H 1.8060 2.3674 2.2147  0.0194
93 H -0.4010 -6.9590 1.6176  0.1046
94 H -0.5032 4.7374 -1.4157  0.1035
95 H 1.6688 -2.0225 -1.3634  0.1034
96 H -0.9318 3.7112 -3.4765  0.0903
97 H 1.1107 -6.0462 1.6261  0.1118
98 H -2.2668 -1.5703 -1.3654  0.1127

**Kohn-Sham gap (spin up / spin down)**: 5.91 / 5.64 eV
**LUMO (spin up / spin down)**: 2.37 / 2.10 eV
**Energy relative to the best compared isomer or geometry (same formula, charge and spin)**: 166.3 kJ/mol
**E_tot**: -68432.7209 eV
**Total charge**: -1

2.
Density functional theory data (the ωB97M-V functional and the def2-TZVPD basis) for a structure of composition C34H59ClO21S4Ta.

Each line ends with the Löwdin charge.
Geometry (Å):
1 Ta -2.2483 -0.0999 0.7257  1.3224
2 Cl -0.6556 -2.5049 -6.3018  0.3524
3 S -0.2475 -2.9070 -4.3170  0.3154
4 S -0.4582 1.6644 1.0945  0.4126
5 S -2.3956 -3.8972 0.0288  0.6811
6 S -3.9148 1.2109 4.3638  0.6228
7 O -0.8795 2.8535 -3.8485  0.1564
8 O -1.4470 -3.3042 -3.6745  -0.3306
9 O -4.9769 5.2500 6.3749  0.0152
10 O 0.7469 -3.9245 -4.2639  -0.3575
11 O 0.1805 4.8336 -3.5416  0.0835
12 O 5.1158 -4.9099 -1.2689  0.0854
13 O -2.5917 4.8625 1.7969  0.0275
14 O 7.5326 -7.4458 -6.8899  0.0611
15 O 2.3910 0.5148 3.2106  0.1295
16 O -4.0762 6.1657 2.8391  0.0863
17 O 7.1315 -5.0517 -0.2638  0.1563
18 O 5.4286 -6.6334 -6.9373  0.1679
19 O -5.1497 5.2441 8.6112  0.0903
20 O -1.4570 4.2024 -2.1529  0.0741
21 O 7.1944 -5.2545 -7.2082  0.0837
22 O 6.8172 -5.9030 -2.3296  0.0521
23 O 0.2115 -3.5832 1.8905  0.0216
24 O 0.9374 -1.0292 2.7413  -0.0230
25 O 0.6818 -5.4812 0.8234  0.1263
26 O -4.3800 5.6408 0.6639  0.1536
27 O -3.1993 5.8448 7.6560  0.1537
28 C -0.0911 -4.7252 1.2943  -0.6150
29 C 1.2618 1.0324 1.2663  -0.4907
30 C -2.2774 0.1486 -1.5589  -0.3877
31 C -0.1627 5.9827 -2.7497  -0.3359
32 C -4.3270 5.4847 7.5573  -0.5331
33 C -7.3105 4.1797 8.9457  -0.0238
34 C -0.8378 0.3309 -2.1365  -0.3204
35 C 1.8490 -2.1258 2.7892  -0.1262
36 C 0.3953 -1.3758 -3.6225  -0.2499
37 C -0.7325 3.8649 -3.2452  -0.5429
38 C 1.0584 6.8031 -2.4144  -0.0276
39 C -6.4812 5.1060 8.0915  -0.3347
40 C 8.7896 -6.8803 -7.2760  -0.1004
41 C -6.2090 4.5941 6.7015  -0.0808
42 C 1.5746 -3.1968 1.7279  -0.3080
43 C 1.8743 -2.6273 0.3362  -0.0054
44 C 1.5610 0.1495 2.4672  -0.5735
45 C 6.4228 -5.2644 -1.1935  -0.5633
46 C 9.4301 -4.4749 -7.7653  -0.0240
47 C -0.8297 5.3392 -1.5589  -0.0935
48 C 3.2378 -5.4244 -2.7375  -0.0148
49 C -0.6880 -0.2605 -3.5703  -0.2127
50 C -1.5770 -5.0044 1.2354  -0.4182
51 C -3.8285 1.5527 1.0491  -0.4146
52 C 8.5952 -5.4232 -6.9410  -0.3377
53 C -3.2262 5.5986 3.8583  -0.3174
54 C -4.9542 0.3788 3.1086  -0.6107
55 C -5.1258 1.1743 1.8128  -0.3873
56 C 5.6300 -6.1842 -3.0859  -0.0912
57 C -2.9720 6.5793 4.9714  -0.0269
58 C -3.7453 5.5639 1.6662  -0.5640
59 C 6.5993 -6.4616 -7.0052  -0.5658
60 C -2.0117 5.2214 3.0549  -0.0924
61 C 4.7032 -5.0858 -2.6386  -0.3233
62 H 10.4933 -4.6447 -7.5939  0.0903
63 H 1.8110 6.1935 -1.9121  0.0901
64 H -1.6993 -6.0313 0.9103  0.0757
65 H -5.6294 2.1094 2.1036  0.0842
66 H -5.8127 0.6482 1.1470  0.0915
67 H -0.3185 0.5548 -4.1883  0.0885
68 H 2.3491 -1.6478 0.3661  0.0749
69 H -0.1213 4.9881 -0.8039  0.1392
70 H -6.8277 3.2068 9.0467  0.0930
71 H -2.0695 -4.8736 2.1990  0.0753
72 H 8.7572 -5.2368 -5.8751  0.1604
73 H 2.6303 -4.6105 -2.3461  0.0683
74 H 1.5915 0.5992 0.3195  0.0578
75 H -1.3181 6.0518 2.8948  0.1375
76 H -3.3422 2.4460 1.4574  -0.0129
77 H 2.8906 -1.8178 2.7144  0.1342
78 H -2.2083 -0.4606 2.5583  -0.1341
79 H -2.2939 6.1628 5.7052  0.0839
80 H -1.5674 5.9831 -1.0843  0.1387
81 H -3.7256 4.7105 4.2537  0.1413
82 H -4.6278 -0.6499 2.9648  0.0251
83 H -6.0452 3.5144 6.6619  0.1402
84 H -5.9433 0.3232 3.5775  0.0504
85 H -2.5498 7.5110 4.5824  0.0968
86 H -6.9878 4.8637 5.9914  0.1443
87 H -2.9539 0.9362 -1.9063  0.0306
88 H 9.2183 -4.5930 -8.8292  0.0904
89 H 1.5193 7.1896 -3.3244  0.0828
90 H -1.0015 -1.4832 0.5707  -0.1413
91 H -0.6808 1.4010 -2.1417  0.0531
92 H -1.4693 4.3799 3.4822  0.1367
93 H -6.9348 6.1017 8.0662  0.1577
94 H 0.9217 -2.5005 -0.1898  0.0626
95 H 1.6764 -2.6308 3.7445  0.1348
96 H 5.2772 -7.1823 -2.8161  0.1428
97 H 4.9080 -4.1520 -3.1714  0.1611
98 H 0.7817 -1.5859 -2.6260  0.0913
99 H -3.0299 1.9590 3.6721  -0.1777
100 H -2.6591 -0.7854 -2.0018  0.0185
101 H -4.1475 1.8248 0.0338  0.0303
102 H 5.8351 -6.1541 -4.1540  0.1236
103 H -3.8963 6.8401 5.4625  0.0677
104 H 1.8863 1.9070 1.4226  0.0572
105 H 2.9479 -5.6038 -3.7724  0.0907
106 H -0.8736 6.5842 -3.3247  0.1577
107 H 2.4596 -3.3058 -0.2842  0.0665
108 H 8.9368 -7.0599 -8.3442  0.1390
109 H 2.9990 -6.3083 -2.1432  0.0975
110 H -3.5825 -1.3786 0.5949  -0.1396
111 H 0.7961 7.6441 -1.7719  0.0886
112 H -3.0602 -4.7951 -0.7347  -0.1445
113 H 9.1963 -3.4416 -7.5087  0.0880
114 H -0.1291 -0.1344 -1.4413  0.0425
115 H 9.6056 -7.3371 -6.7200  0.1392
116 H -7.4195 4.5857 9.9519  0.0850
117 H -1.6262 -0.6760 -3.9304  0.0901
118 H 1.2273 -1.0946 -4.2681  0.0955
119 H -8.3028 4.0406 8.5161  0.0906
120 H 2.2532 -4.0132 1.9796  0.1498

**Kohn-Sham gap**: 6.41 eV
**LUMO**: 1.70 eV
**E_tot**: -136625.0169 eV
**Total charge**: -1